Entry 1:
24
Properties=species:S:1:pos:R:3:lowdin_charge:R:1 method="wB97M-V/def2-TZVPD" homo_lumo_gap_ev=8.594 smiles="O=[PH2][C@@]1(PP(=O)(O)O)OS(=O)(=O)O[C@@H]1[PH2]=S" multiplicity=1
O -1.26 2.73 1.74 -0.408
P 0.06 2.35 1.21 0.696
C -0.05 0.61 0.53 -0.796
P -0.84 0.91 -1.16 0.909
P 0.35 -0.14 -2.68 0.217
O -0.27 -1.43 -3.00 -0.320
O 1.85 -0.28 -2.23 -0.107
O 0.33 0.83 -3.94 -0.155
O 1.23 -0.08 0.60 -0.253
S 1.41 -0.55 2.15 0.581
O 2.12 -1.77 2.20 -0.200
O 1.90 0.53 2.93 -0.249
O -0.16 -0.67 2.49 -0.244
C -0.94 -0.33 1.32 -0.491
P -1.26 -2.03 0.46 0.387
S -0.78 -3.58 1.51 0.211
H 1.13 2.43 2.10 0.025
H 0.39 3.11 0.07 0.008
H -2.00 0.12 -1.12 -0.058
H 2.24 0.51 -1.84 0.091
H -0.43 0.55 -4.46 0.086
H -1.86 0.12 1.66 0.128
H -0.53 -1.95 -0.73 -0.043
H -2.63 -1.98 0.19 -0.017

=====

Entry 2:
53
Properties=species:S:1:pos:R:3:lowdin_charge:R:1 method="wB97M-V/def2-TZVPD" homo_lumo_gap_ev=5.784 multiplicity=1 de_lowest_kj_mol=0.0
Cl -4.93 0.09 -0.88 0.493
B -3.61 -1.00 -0.17 -1.866
Cl -4.38 -2.25 1.03 0.471
Cl -2.67 -1.89 -1.52 0.514
O -2.67 -0.19 0.60 -0.062
C -1.87 -0.42 1.59 0.016
C -1.86 0.46 2.71 -0.158
C -1.23 0.12 3.94 0.000
C -1.15 1.05 4.96 -0.059
C -1.68 2.34 4.79 -0.035
C -2.39 2.66 3.62 -0.050
C -2.51 1.72 2.60 0.029
H -1.22 -1.30 1.57 0.155
H -0.84 -0.90 4.04 0.132
H -0.65 0.78 5.90 0.115
H -1.52 3.10 5.56 0.114
H -2.85 3.64 3.51 0.116
H -3.08 1.94 1.70 0.135
C 2.26 -2.98 -2.65 -0.061
C 1.72 -2.09 -1.54 -0.571
C 0.90 -0.95 -2.19 -0.051
C 0.87 -2.91 -0.57 -0.064
C 2.86 -1.53 -0.66 -0.320
C 4.00 -0.93 -1.46 -0.135
C 4.98 -0.19 -0.59 -0.117
N 4.28 0.60 0.43 -0.038
C 4.94 1.53 1.23 -0.242
C 4.07 2.13 2.15 -0.469
C 4.52 3.20 2.92 -0.086
C 5.81 3.69 2.70 -0.095
C 6.67 3.09 1.76 -0.081
C 6.24 1.97 1.03 -0.016
S 2.47 1.42 2.05 1.067
C 2.99 0.30 0.80 -0.607
N 2.25 -0.62 0.32 0.067
H 2.91 -3.77 -2.25 0.088
H 1.43 -3.45 -3.18 0.092
H 2.84 -2.40 -3.39 0.079
H 0.66 -0.17 -1.46 0.077
H 1.43 -0.50 -3.04 0.079
H -0.05 -1.37 -2.56 0.051
H 0.64 -2.30 0.32 0.057
H -0.08 -3.22 -1.04 0.060
H 1.44 -3.79 -0.26 0.086
H 3.29 -2.39 -0.10 0.158
H 4.52 -1.74 -1.98 0.122
H 3.60 -0.28 -2.24 0.125
H 5.66 -0.89 -0.08 0.138
H 5.60 0.49 -1.20 0.125
H 3.84 3.65 3.64 0.108
H 6.16 4.56 3.25 0.103
H 7.67 3.49 1.58 0.104
H 6.89 1.47 0.31 0.105

=====

Entry 3:
11
Properties=species:S:1:pos:R:3:lowdin_charge:R:1 method="wB97M-V/def2-TZVPD" homo_lumo_gap_ev=10.481 smiles="N#CN=C=N.N#CN" multiplicity=1 de_lowest_kj_mol=146.8
N -0.20 -2.05 0.15 0.136
C 0.67 -1.32 0.15 -0.390
N 1.77 -0.70 0.30 0.164
C 2.55 0.21 0.28 -0.241
N 3.52 0.88 0.28 0.244
H 3.95 1.70 0.07 0.051
N -0.77 1.17 -0.06 0.125
C -1.76 0.61 -0.22 -0.466
N -2.91 0.02 -0.26 0.067
H -3.49 0.22 -1.13 0.134
H -3.32 -0.73 0.44 0.176

=====

Entry 4:
9
Properties=species:S:1:pos:R:3:lowdin_charge:R:1 method="wB97M-V/def2-TZVPD" homo_lumo_gap_ev="6.559 / 3.996" total_charge=+1 multiplicity=6 s2=8.777
Na 1.00 -1.58 1.60 0.632
Na 0.80 1.50 4.21 0.723
Mn 2.18 0.68 -1.19 0.586
S -1.05 -0.33 -1.13 0.280
O -1.41 0.14 -2.53 -0.098
O -1.58 0.57 -0.15 -0.279
O -1.61 -1.67 -1.14 -0.209
O 0.45 -0.43 -1.07 -0.521
Cl 1.23 1.13 1.40 -0.114

=====

Entry 5:
10
Properties=species:S:1:pos:R:3:lowdin_charge:R:1 method="wB97M-V/def2-TZVPD" homo_lumo_gap_ev=8.664 multiplicity=1 de_lowest_kj_mol=374.0
N -1.35 -0.12 -0.77 0.162
C -0.06 -0.13 -0.55 -0.137
C 0.69 -1.14 0.13 -0.130
N 1.12 -0.38 1.07 0.159
C 0.79 1.02 0.50 -0.496
O 0.07 1.80 1.11 -0.052
H -1.80 0.77 -0.89 0.129
H -1.96 -0.91 -0.59 0.125
H 0.80 -2.22 0.05 0.113
H 1.69 1.32 -0.06 0.128

=====

Entry 6:
13
Properties=species:S:1:pos:R:3:lowdin_charge:R:1 method="wB97M-V/def2-TZVPD" homo_lumo_gap_ev=8.572 smiles="C=C.CSS" multiplicity=1 de_lowest_kj_mol=245.3
C 1.21 -1.60 -1.06 -0.068
C 2.29 -1.56 -0.22 -0.056
H 0.22 -1.45 -0.78 -0.022
H 1.23 -1.79 -2.18 0.072
H 2.29 -0.95 0.71 0.054
H 3.23 -1.95 -0.48 0.018
C -1.12 0.55 0.25 -0.538
S -2.61 0.91 1.11 0.372
S -2.61 3.00 1.51 0.252
H -0.49 -0.06 0.96 0.048
H -1.53 0.09 -0.63 0.016
H -0.49 1.42 0.24 0.016
H -1.63 3.40 0.59 -0.163

=====

Entry 7:
11
Properties=species:S:1:pos:R:3:lowdin_charge:R:1 method="wB97M-V/def2-TZVPD" homo_lumo_gap_ev="7.213 / 5.500" total_charge=+3 multiplicity=7 s2=13.016 de_lowest_kj_mol=406.6
C -0.86 -1.26 0.54 0.052
C -2.07 -1.07 -0.16 0.230
O 0.34 -1.56 -0.11 -0.128
H -0.86 -1.62 1.58 0.207
H -2.60 -0.54 -0.94 0.176
H -2.46 -2.03 -0.51 0.205
H 0.75 -2.36 0.23 0.179
O -2.04 1.19 0.65 0.308
C -0.84 1.15 0.70 -0.274
O 0.19 1.46 0.19 0.005
Tb 1.72 0.11 -0.96 2.041

=====

Entry 8:
90
Properties=species:S:1:pos:R:3:lowdin_charge:R:1 method="wB97M-V/def2-TZVPD" homo_lumo_gap_ev=3.723 total_charge=+2 multiplicity=1 de_lowest_kj_mol=0.0
P 1.33 1.04 -4.84 1.081
C 3.05 1.48 -4.96 -0.374
C 3.83 0.86 -5.96 -0.080
H 3.41 0.07 -6.57 0.103
C 5.13 1.32 -6.17 -0.060
H 5.73 0.87 -6.96 0.117
C 5.65 2.35 -5.37 -0.049
H 6.66 2.71 -5.56 0.118
C 4.88 2.92 -4.34 -0.053
H 5.29 3.72 -3.73 0.114
C 3.58 2.47 -4.12 -0.093
H 2.97 2.88 -3.31 0.098
C 1.00 -0.59 -5.51 -0.376
C 1.71 -1.70 -5.01 -0.105
H 2.49 -1.56 -4.26 0.102
C 1.40 -2.98 -5.48 -0.063
H 1.94 -3.84 -5.09 0.110
C 0.42 -3.13 -6.48 -0.073
H 0.21 -4.13 -6.87 0.118
C -0.27 -2.03 -6.98 -0.064
H -1.01 -2.14 -7.78 0.118
C 0.00 -0.75 -6.48 -0.075
H -0.52 0.12 -6.88 0.109
C 0.23 2.32 -5.45 -0.362
C 0.61 2.93 -6.66 -0.064
H 1.51 2.60 -7.16 0.111
C -0.19 3.94 -7.20 -0.039
H 0.09 4.39 -8.14 0.116
C -1.34 4.35 -6.50 -0.050
H -1.96 5.15 -6.92 0.121
C -1.70 3.76 -5.28 -0.059
H -2.59 4.10 -4.74 0.110
C -0.91 2.74 -4.74 -0.106
H -1.17 2.29 -3.78 0.068
Pb 0.44 0.37 -0.25 0.857
C -1.68 -1.22 -0.58 -0.096
C -1.99 -1.54 -1.81 -0.392
H -2.21 -1.56 0.34 0.053
C -1.22 -0.97 -3.01 -0.390
O -2.12 -0.16 -3.77 -0.027
H -1.61 0.32 -4.47 0.082
C -0.14 -0.11 -2.52 -0.143
H -0.73 -1.74 -3.61 0.128
C 0.84 0.76 -2.30 -0.247
Cl 2.41 2.05 0.16 0.007
P -1.55 2.27 0.37 0.781
P 1.80 -2.09 0.10 0.788
C -1.04 3.26 1.81 -0.237
H 0.04 3.47 1.73 0.040
H -1.20 2.68 2.73 0.053
H -1.60 4.20 1.85 0.068
C -1.65 3.49 -0.99 -0.246
H -2.34 3.14 -1.77 0.046
H -0.65 3.61 -1.43 0.046
H -2.00 4.46 -0.60 0.068
C -3.29 1.84 0.71 -0.230
H -3.32 1.18 1.59 0.061
H -3.70 1.29 -0.14 0.038
H -3.89 2.74 0.90 0.075
C 2.55 -2.27 1.75 -0.241
H 1.79 -2.64 2.46 0.059
H 2.87 -1.28 2.09 0.056
H 3.41 -2.96 1.71 0.068
C 1.04 -3.72 -0.23 -0.235
H 0.65 -3.74 -1.26 0.035
H 0.20 -3.87 0.46 0.056
H 1.77 -4.53 -0.11 0.075
C 3.24 -2.04 -1.03 -0.242
H 3.59 -1.00 -1.10 0.046
H 2.95 -2.38 -2.04 0.035
H 4.04 -2.67 -0.64 0.067
P -3.37 -2.63 -2.41 0.890
C -3.93 -3.58 -1.04 -0.164
C -2.62 -3.63 -3.70 -0.156
H -4.25 -2.93 -0.22 0.076
H -3.15 -4.26 -0.69 0.079
H -4.79 -4.17 -1.40 0.078
H -2.30 -3.02 -4.55 0.062
H -3.38 -4.34 -4.03 0.079
H -1.76 -4.18 -3.30 0.077
C -4.62 -1.56 -3.08 -0.156
H -4.95 -0.85 -2.32 0.078
H -5.46 -2.19 -3.39 0.077
H -4.22 -1.00 -3.93 0.061
H 1.71 1.48 -1.90 0.005
N 0.01 -0.07 2.44 0.005
C -0.06 -0.04 3.63 -0.380
N -0.17 0.15 4.88 0.064
C -0.01 -0.69 5.85 -0.400
N 0.11 -1.38 6.83 0.095

=====

Entry 9:
80
Properties=species:S:1:pos:R:3:lowdin_charge:R:1 method="wB97M-V/def2-TZVPD" homo_lumo_gap_ev=7.784 total_charge=-2 multiplicity=1 de_lowest_kj_mol=93.8
Ca -0.21 -2.57 -2.20 1.401
N 1.50 -4.66 -2.52 -0.025
C 2.22 -5.02 -1.25 -0.240
C 1.21 -5.09 -0.12 -0.246
N 0.29 -3.99 -0.05 -0.130
C 0.66 -3.00 0.98 -0.221
C 1.85 -2.20 0.55 -0.263
N 1.67 -1.65 -0.79 -0.041
H 0.76 -5.34 -2.73 0.081
H 2.15 -4.54 -3.29 0.072
H 2.89 -4.23 -1.00 0.075
H 2.73 -5.96 -1.32 0.091
H 1.81 -5.05 0.81 0.108
H 0.67 -6.03 -0.17 0.116
H -0.66 -4.41 0.18 0.114
H 0.87 -3.61 1.84 0.099
H -0.19 -2.36 1.15 0.110
H 2.78 -2.82 0.67 0.111
H 1.93 -1.36 1.27 0.100
H 2.60 -1.52 -1.25 0.105
H 1.41 -0.70 -0.64 -0.002
O 0.58 -1.28 -6.37 -0.020
C 0.29 -1.42 -5.17 -0.653
O 0.66 -2.27 -4.32 -0.173
C -0.71 -0.43 -4.59 -0.159
C -0.93 0.90 -5.07 0.001
C -1.79 1.72 -4.38 -0.064
C -2.31 1.31 -3.15 0.000
C -1.94 0.08 -2.67 -0.188
N -1.16 -0.73 -3.38 0.050
C -2.36 -0.44 -1.32 -0.655
O -3.29 0.19 -0.85 0.009
O -1.69 -1.40 -0.82 -0.151
H -0.44 1.15 -6.01 0.097
H -2.01 2.74 -4.66 0.092
H -2.96 1.98 -2.54 0.116
C 0.37 0.57 3.48 -0.114
C -0.48 1.55 2.65 -0.573
C -1.81 0.87 2.31 -0.077
C -0.84 2.70 3.66 -0.087
Si 0.56 2.07 1.21 0.366
O 0.84 0.98 0.12 -0.334
C -0.39 3.64 0.57 -0.165
C -0.07 4.98 0.70 -0.105
C -1.00 5.99 0.37 -0.131
C -2.27 5.67 0.04 -0.149
C -2.68 4.35 -0.08 -0.090
C -1.73 3.36 0.13 -0.084
C 2.23 2.70 1.92 -0.197
C 3.42 1.99 1.61 -0.071
C 4.68 2.30 2.18 -0.115
C 4.80 3.42 2.98 -0.151
C 3.67 4.16 3.23 -0.125
C 2.43 3.82 2.69 -0.131
H -0.16 0.25 4.40 0.072
H 1.33 1.05 3.80 0.080
H 0.67 -0.37 3.00 0.062
H -2.21 0.46 3.22 0.067
H -1.69 0.06 1.58 0.076
H -2.52 1.57 1.93 0.054
H -1.43 2.26 4.47 0.068
H -1.55 3.37 3.19 0.066
H -0.01 3.23 4.11 0.056
H 0.88 5.35 1.05 0.075
H -0.63 7.01 0.37 0.090
H -3.04 6.46 -0.12 0.098
H -3.66 4.12 -0.45 0.094
H -2.07 2.36 0.00 0.067
H 3.33 1.12 0.94 0.092
H 5.59 1.75 1.89 0.095
H 5.80 3.69 3.38 0.097
H 3.70 5.06 3.88 0.102
H 1.57 4.43 2.82 0.069
Cl -4.71 -5.90 -2.17 0.580
C -4.09 -4.64 -1.11 -1.074
Cl -4.81 -4.78 0.43 0.610
C -2.54 -5.01 -1.19 -0.841
O -2.23 -5.90 -0.37 -0.084
O -1.87 -4.44 -2.06 -0.117
H -4.21 -3.67 -1.56 0.059

=====

Entry 10:
83
Properties=species:S:1:pos:R:3:lowdin_charge:R:1 method="wB97M-V/def2-TZVPD" homo_lumo_gap_ev="5.758 / 5.602" multiplicity=2 s2=0.990 de_lowest_kj_mol=0.0
Mn 1.70 -0.87 -0.18 -0.263
C 0.51 -2.30 3.67 -0.012
C 0.60 -1.88 2.23 -0.268
N 1.65 -1.27 1.71 -0.102
N 2.70 -0.91 2.52 0.031
C 3.69 -0.18 1.99 -0.784
N 4.69 0.16 2.84 0.101
S 3.72 0.26 0.37 0.739
C -0.42 -2.13 1.26 -0.215
C -1.64 -2.78 1.52 -0.014
C -2.52 -3.00 0.49 -0.057
C -2.17 -2.58 -0.81 -0.040
C -0.97 -1.94 -1.00 -0.124
N -0.11 -1.69 0.00 -0.009
H 1.47 -2.68 4.03 0.085
H -0.20 -3.11 3.79 0.076
H 0.19 -1.48 4.32 0.087
H 2.66 -1.11 3.50 0.142
H 4.52 0.20 3.83 0.104
H 5.37 0.81 2.48 0.096
H -1.88 -3.11 2.52 0.105
H -3.46 -3.50 0.67 0.111
H -2.83 -2.76 -1.65 0.111
H -0.64 -1.61 -1.98 0.072
O 5.98 -1.47 -3.75 -0.056
C 4.86 -2.19 -4.26 -0.221
C 3.67 -2.06 -3.30 -0.577
C 2.49 -2.77 -3.96 -0.269
O 1.98 -2.09 -5.10 -0.089
C 4.05 -2.77 -2.00 -0.509
Se 2.69 -3.00 -0.59 0.661
C 3.41 -0.56 -3.10 -0.498
Se 1.62 -0.09 -2.45 0.666
H 6.67 -1.47 -4.41 0.085
H 5.11 -3.25 -4.38 0.124
H 4.56 -1.80 -5.24 0.126
H 1.70 -2.92 -3.22 0.066
H 2.81 -3.76 -4.31 0.130
H 1.49 -1.33 -4.75 0.020
H 4.92 -2.29 -1.56 0.058
H 4.33 -3.80 -2.23 0.058
H 3.53 -0.05 -4.05 0.065
H 4.15 -0.16 -2.42 0.035
C 0.03 4.31 -2.00 -0.109
C -1.42 4.04 -1.61 -0.259
C -2.01 2.83 -2.34 -0.175
C -1.45 1.50 -1.87 -0.180
N -1.95 1.14 -0.55 -0.004
C -1.27 1.19 0.62 -0.630
Se 0.49 1.70 0.83 0.773
N -2.11 0.78 1.60 -0.006
C -1.81 0.69 3.02 -0.162
C -2.48 1.81 3.82 -0.179
C -1.83 3.18 3.61 -0.255
C -0.44 3.29 4.24 -0.117
C -3.34 0.43 1.05 -0.155
C -4.49 -0.10 1.61 -0.011
C -5.53 -0.40 0.75 -0.084
C -5.42 -0.17 -0.63 -0.080
C -4.27 0.36 -1.19 -0.004
C -3.23 0.65 -0.32 -0.156
H 0.41 5.18 -1.47 0.072
H 0.11 4.51 -3.07 0.076
H 0.68 3.47 -1.76 0.039
H -2.03 4.92 -1.83 0.104
H -1.49 3.87 -0.53 0.086
H -1.80 2.92 -3.41 0.121
H -3.10 2.82 -2.24 0.104
H -0.36 1.52 -1.80 -0.003
H -1.72 0.69 -2.55 0.122
H -0.73 0.72 3.11 0.073
H -2.16 -0.29 3.36 0.120
H -2.44 1.54 4.88 0.116
H -3.53 1.85 3.54 0.106
H -2.49 3.94 4.04 0.107
H -1.77 3.39 2.54 0.093
H -0.47 3.01 5.29 0.073
H -0.07 4.31 4.17 0.074
H 0.27 2.65 3.72 0.023
H -4.57 -0.28 2.67 0.113
H -6.45 -0.81 1.15 0.103
H -6.26 -0.42 -1.27 0.104
H -4.19 0.53 -2.25 0.117

=====

Entry 11:
14
Properties=species:S:1:pos:R:3:lowdin_charge:R:1 method="wB97M-V/def2-TZVPD" homo_lumo_gap_ev=7.436 multiplicity=1 de_lowest_kj_mol=655.4
C -1.77 1.08 -0.64 -0.231
C 1.74 -0.52 0.47 -0.079
C -0.36 -0.21 1.35 -0.159
C 1.26 -0.17 -0.82 -0.283
O -1.48 -1.42 -0.88 -0.414
S -0.81 -0.21 -0.36 0.710
H -2.42 1.21 -1.48 0.014
H -1.54 2.07 -0.19 0.033
H 2.26 0.35 1.05 0.109
H 1.83 -1.60 0.58 0.076
H -0.54 -1.19 1.90 0.074
H -0.77 0.69 1.73 0.000
H 1.58 0.84 -1.15 0.095
H 1.03 -0.94 -1.54 0.057

=====

Entry 12:
93
Properties=species:S:1:pos:R:3:lowdin_charge:R:1 method="wB97M-V/def2-TZVPD" homo_lumo_gap_ev=6.707 total_charge=+1 multiplicity=1 de_lowest_kj_mol=368.9
Sr 1.04 -0.13 -0.26 1.357
Br -0.39 2.51 -2.40 0.864
C 1.25 3.19 -3.07 -0.585
C 1.23 4.43 -3.64 -0.134
C 2.40 4.91 -4.26 -0.076
C 3.51 4.12 -4.33 -0.034
C 3.52 2.84 -3.72 -0.172
C 4.67 2.01 -3.84 -0.048
C 4.68 0.77 -3.26 -0.098
C 3.56 0.36 -2.48 -0.204
C 2.42 1.11 -2.30 -0.212
C 2.40 2.36 -3.01 -0.275
H 0.32 5.01 -3.64 0.096
H 2.39 5.90 -4.71 0.106
H 4.39 4.45 -4.86 0.114
H 5.53 2.37 -4.39 0.111
H 5.54 0.12 -3.37 0.099
H 3.65 -0.62 -2.01 0.054
C 1.82 4.12 4.01 -0.067
C 2.16 2.63 3.95 -0.373
C 2.09 2.00 5.35 -0.049
C 1.26 1.83 3.04 -0.147
C 1.69 0.57 2.59 0.003
C 0.77 -0.29 2.02 -0.328
C 1.23 -1.69 1.45 -0.477
C 2.74 -1.52 0.95 -0.110
C 1.13 -2.79 2.51 -0.023
C -0.58 0.13 1.70 -0.202
C -0.95 1.43 2.01 -0.130
C -0.01 2.25 2.68 0.063
C -2.30 1.99 1.63 -0.363
C -2.14 3.19 0.69 -0.065
C -3.12 2.38 2.87 -0.041
C -1.59 -1.04 1.60 -0.164
C -2.14 -1.30 2.85 -0.030
C -3.04 -2.33 3.07 -0.047
C -3.44 -3.12 2.01 -0.049
C -2.89 -2.90 0.76 -0.084
C -1.93 -1.92 0.51 -0.264
P -1.09 -1.85 -1.17 1.099
C -0.61 -3.62 -1.67 -0.666
C 0.62 -4.02 -0.84 -0.094
C -1.64 -4.74 -1.51 -0.082
C -0.17 -3.53 -3.14 -0.086
C -2.35 -1.18 -2.38 -0.677
C -1.61 -0.72 -3.65 -0.105
C -3.52 -2.09 -2.73 -0.071
C -2.89 0.08 -1.67 -0.120
H 2.57 4.64 4.60 0.087
H 0.86 4.29 4.49 0.083
H 1.80 4.57 3.02 0.090
H 3.18 2.52 3.58 0.144
H 1.07 2.05 5.74 0.091
H 2.75 2.54 6.04 0.087
H 2.39 0.96 5.34 0.077
H 2.68 0.19 2.83 0.136
H 0.55 -1.93 0.58 -0.009
H 3.40 -1.66 1.79 0.103
H 2.96 -0.50 0.56 0.043
H 3.01 -2.28 0.20 0.091
H 1.44 -2.39 3.47 0.100
H 1.77 -3.63 2.26 0.094
H 0.10 -3.14 2.61 0.086
H -0.33 3.24 2.97 0.119
H -2.84 1.21 1.10 0.120
H -1.90 4.09 1.26 0.089
H -3.07 3.37 0.15 0.094
H -1.35 3.03 -0.03 -0.015
H -2.61 3.15 3.45 0.082
H -3.30 1.52 3.51 0.077
H -4.09 2.77 2.56 0.091
H -1.83 -0.68 3.68 0.131
H -3.42 -2.51 4.07 0.117
H -4.17 -3.91 2.15 0.117
H -3.23 -3.52 -0.06 0.080
H 0.39 -4.07 0.23 0.075
H 1.46 -3.34 -1.02 0.072
H 0.95 -5.01 -1.14 0.102
H -1.80 -5.00 -0.46 0.077
H -1.25 -5.63 -2.00 0.097
H -2.60 -4.52 -1.97 0.067
H 0.50 -2.69 -3.32 0.086
H -1.03 -3.45 -3.80 0.070
H 0.35 -4.46 -3.40 0.098
H -1.53 -1.52 -4.38 0.072
H -0.61 -0.34 -3.44 0.046
H -2.17 0.09 -4.12 0.089
H -3.19 -2.98 -3.27 0.068
H -4.20 -1.54 -3.39 0.099
H -4.08 -2.40 -1.85 0.079
H -2.09 0.74 -1.36 0.001
H -3.50 -0.18 -0.80 0.080
H -3.53 0.63 -2.36 0.101

=====

Look up the multiplicity of the eighth one. 1